No. 1
This record from the Open Molecules 2025 dataset describes a molecular structure, C31H57MnN5O2PSi2. The level of theory is ωB97M-V with the def2-TZVPD basis set.

```
99
Properties=species:S:1:pos:R:3:forces:R:3:mulliken_charge:R:1
Mn 0.0205 -0.1295 0.2874 0.015 -0.227 -0.217 0.01
C -3.2336 -1.4751 4.2419 -0.017 0.002 0.019 -0.95
N -2.4424 -0.2726 4.5047 0.033 -0.011 -0.029 0.15
C -3.2712 0.9062 4.2437 -0.020 -0.004 0.018 -0.68
N -3.8515 0.9311 2.9013 0.031 -0.016 -0.035 0.15
C -4.6023 -0.3055 2.6825 0.010 0.003 0.019 -0.89
N -3.8088 -1.5177 2.8972 0.016 -0.013 -0.039 0.11
C -2.7816 -1.6834 1.8698 -0.052 -0.033 0.074 -1.59
P -1.6256 -0.2542 1.9333 0.220 0.046 -0.163 2.87
C -1.2086 -0.2576 3.7199 -0.078 -0.002 0.081 -0.80
C -2.8297 1.1322 1.8778 -0.105 -0.022 0.022 -1.17
H -4.0548 -1.5019 4.9591 -0.004 0.007 -0.002 0.32
H -2.6125 -2.3585 4.3979 0.009 0.003 -0.007 0.41
H -2.6736 1.8066 4.3939 0.002 0.002 -0.003 0.23
H -4.0890 0.9059 4.9655 0.000 0.005 0.001 0.34
H -5.0015 -0.3109 1.6675 0.002 0.001 -0.005 0.40
H -5.4370 -0.3239 3.3841 -0.002 0.002 0.003 0.31
H -3.2413 -1.7291 0.8811 -0.015 0.001 -0.007 0.51
H -2.2345 -2.6141 2.0351 0.008 -0.007 0.000 0.22
H -0.6202 0.6343 3.9428 -0.006 0.006 0.003 0.12
H -0.6063 -1.1346 3.9635 0.013 0.000 -0.004 0.43
H -3.2805 1.1653 0.8849 0.003 0.006 -0.005 0.32
H -2.2917 2.0649 2.0476 0.002 0.016 0.012 0.23
C -3.8091 -3.9822 -5.8277 -0.010 0.000 -0.018 -1.54
C -3.2080 -3.2710 -4.6491 -0.005 0.023 -0.011 0.67
C -2.9877 -1.8996 -4.6743 -0.029 -0.012 0.001 -1.00
C -2.4477 -1.2209 -3.5903 -0.024 -0.017 -0.007 0.59
C -2.2337 0.2669 -3.7029 0.027 -0.009 -0.007 -1.17
C -2.0894 -1.9624 -2.4524 0.064 0.020 -0.014 0.72
C -2.2885 -3.3515 -2.4044 0.009 -0.016 -0.018 0.88
C -1.9231 -4.1990 -1.2129 -0.001 -0.012 0.013 -1.42
C -2.8607 -3.9754 -3.5033 -0.012 0.003 0.029 -0.93
C -1.4445 -1.2687 -1.3183 -0.035 0.140 0.105 0.86
O -0.4463 -1.8035 -0.7099 0.032 0.004 0.106 -0.61
O -1.8080 -0.1278 -0.9169 -0.077 0.003 0.000 -0.88
H -4.0614 -3.2860 -6.6258 0.000 -0.001 0.006 0.36
H -4.7177 -4.5121 -5.5385 0.007 0.000 0.001 0.36
H -3.1151 -4.7219 -6.2302 0.000 0.000 0.011 0.33
H -3.2532 -1.3389 -5.5633 0.003 0.000 0.009 0.30
H -2.5274 0.6080 -4.6940 0.014 0.000 -0.005 0.41
H -1.1841 0.5297 -3.5480 -0.015 0.007 0.028 0.01
H -2.8088 0.8123 -2.9582 -0.020 0.002 -0.014 0.24
H -2.0297 -3.6667 -0.2699 -0.018 -0.007 -0.005 -0.05
H -0.8845 -4.5286 -1.2771 -0.001 0.018 0.009 0.27
H -2.5567 -5.0844 -1.1806 0.016 -0.008 -0.013 0.52
H -3.0401 -5.0444 -3.4632 0.003 0.004 0.001 0.47
C 4.8356 1.2491 -3.3348 0.015 0.004 0.023 -0.93
C 3.4330 1.2432 -3.9241 -0.064 0.019 -0.031 -0.78
N 2.3878 1.5233 -2.9319 0.069 0.011 0.008 0.36
C 2.1107 2.9284 -2.6206 -0.003 0.000 -0.032 -1.25
C 2.7456 3.4143 -1.3223 0.019 0.002 0.049 -0.46
C 1.7961 0.5485 -2.2315 -0.117 -0.128 -0.126 0.33
C 2.1092 -0.8788 -2.5610 -0.012 0.019 -0.010 -1.16
N 0.9056 0.7900 -1.3062 0.016 0.076 0.072 -0.05
H 5.5666 0.9934 -4.1019 -0.014 0.002 -0.005 0.43
H 4.9237 0.5252 -2.5227 -0.001 0.010 -0.010 0.13
H 5.0951 2.2312 -2.9402 0.003 -0.003 -0.005 0.28
H 3.2201 0.2915 -4.4037 0.013 -0.018 0.017 0.38
H 3.3439 2.0010 -4.7023 0.004 0.004 -0.004 0.47
H 1.0272 3.0786 -2.6048 0.004 0.005 -0.004 0.44
H 2.4769 3.5127 -3.4628 0.015 0.014 0.007 0.44
H 2.4475 2.8038 -0.4680 -0.002 0.031 -0.009 0.01
H 2.4333 4.4406 -1.1256 0.007 -0.005 -0.013 0.38
H 3.8328 3.3982 -1.3879 -0.005 -0.009 -0.004 0.28
H 1.8082 -1.0901 -3.5886 0.001 0.001 -0.004 0.55
H 1.5371 -1.5306 -1.9104 0.021 -0.016 0.032 -0.38
H 3.1714 -1.0993 -2.4667 0.009 0.032 -0.004 0.33
H 0.6787 1.7734 -1.2134 0.162 0.000 0.071 -0.12
C 3.9135 -0.4617 0.4341 -0.009 0.022 -0.039 -0.65
Si 2.8413 -1.8787 1.0347 0.031 0.049 0.044 0.16
C 2.6687 -3.2787 -0.2059 -0.002 -0.017 0.021 -0.72
C 3.5601 -2.5795 2.6192 0.048 0.019 -0.059 -1.25
C 1.1668 -1.2020 1.5968 -0.104 -0.028 0.061 -0.52
H 4.7957 -0.8188 -0.1029 -0.003 -0.023 0.029 0.29
H 4.2623 0.1274 1.2856 -0.010 -0.009 0.008 0.47
H 3.3660 0.2200 -0.2200 0.029 -0.015 0.012 -0.07
H 3.0795 -4.1906 0.2331 -0.019 0.001 -0.005 0.53
H 3.2151 -3.0956 -1.1311 0.002 -0.003 0.005 0.33
H 1.6256 -3.4750 -0.4616 0.002 0.033 -0.011 -0.08
H 4.5855 -2.9185 2.4486 -0.012 -0.008 0.001 0.34
H 2.9830 -3.4406 2.9628 -0.007 0.013 0.008 0.33
H 3.5843 -1.8400 3.4217 -0.003 0.004 -0.011 0.33
H 1.3322 -0.5523 2.4561 0.004 -0.050 0.063 0.61
H 0.5201 -2.0347 1.8958 0.044 -0.042 -0.031 0.51
C -0.4544 4.1271 4.2551 0.025 0.011 -0.018 -1.01
Si 0.9154 4.0145 2.9870 -0.023 -0.013 -0.012 -0.29
C 2.5793 3.8217 3.8050 -0.001 -0.007 0.000 -1.05
C 0.8882 5.4816 1.8349 0.004 0.016 0.040 -0.92
C 0.5924 2.4886 1.9796 0.010 0.066 0.007 -0.29
C 0.3690 1.4841 1.3260 -0.109 0.063 -0.054 0.77
H -0.2874 4.9740 4.9243 -0.008 -0.001 -0.006 0.48
H -0.4993 3.2261 4.8714 0.008 0.005 -0.001 0.28
H -1.4272 4.2697 3.7789 0.005 -0.014 -0.001 0.32
H 2.8007 4.6869 4.4337 -0.005 0.000 -0.007 0.36
H 3.3746 3.7357 3.0621 -0.009 -0.005 0.000 0.33
H 2.6113 2.9326 4.4376 -0.008 0.003 -0.006 0.33
H 1.0036 6.4092 2.4005 -0.001 -0.004 -0.012 0.39
H -0.0532 5.5390 1.2856 0.004 -0.007 0.005 0.32
H 1.7042 5.4311 1.1114 -0.008 -0.015 0.009 0.20
```
Forces are in eV/Å.

⟨S²⟩ = 4.07
Net charge = +1
Orbital gap (alpha / beta) = 0.2712 / 0.3037 hartree
Spin multiplicity = 4

No. 2
This record from the Open Molecules 2025 dataset describes a molecular structure, C31H57N2O2P2Ti in a non-equilibrium geometry. The level of theory is ωB97M-V with the def2-TZVPD basis set.

```
95
Properties=species:S:1:pos:R:3:forces:R:3:mulliken_charge:R:1
C -1.9290 1.7623 -1.7412 -0.173 0.051 0.217 -0.10
C -2.9508 0.3765 -0.1384 0.434 -0.049 0.464 -0.95
C -3.1625 2.2986 -2.0910 0.241 0.076 -0.434 -0.88
C -4.2147 0.7925 -0.5384 -0.290 0.032 -0.203 -0.32
C -4.3183 1.7842 -1.5095 -0.012 -0.146 0.301 -1.24
H -3.1887 3.0801 -2.8498 -0.174 -0.284 0.105 0.57
H -5.0883 0.3337 -0.0712 0.198 0.259 -0.211 0.53
H -5.3005 2.1407 -1.8138 0.228 -0.002 0.050 0.47
N -1.8377 0.8941 -0.7188 -0.399 -0.313 -0.052 1.95
P 0.5994 0.7156 -2.3257 -0.211 0.309 -0.877 0.77
P -1.3332 -0.4412 2.1056 -0.489 -0.036 -0.447 1.17
C -0.6449 2.0793 -2.4969 -0.164 0.458 -0.116 -2.11
H -0.8650 2.2438 -3.5640 -0.056 0.090 0.368 0.80
H -0.2044 3.0199 -2.1218 -0.081 -0.294 -0.113 0.70
C 1.7072 -1.0177 -0.0893 3.897 -2.695 0.981 0.58
O 2.6870 -1.6736 -0.1085 -2.514 1.784 -0.169 -0.52
C -2.7293 -0.6819 0.8799 -0.077 -1.905 -0.404 -1.60
H -3.6390 -1.0295 1.3745 -0.052 0.414 -0.188 1.48
C -1.1267 -2.0447 3.0993 -0.245 -0.009 -0.216 2.27
C -2.0140 0.9106 3.2095 0.143 -0.383 0.113 2.50
C 0.0954 -0.5036 -3.6779 0.264 0.156 0.002 2.45
C 2.2414 1.5410 -2.7106 -0.155 -0.158 -0.176 1.97
C 0.0424 -2.8456 2.4930 0.025 -0.068 0.043 -1.74
H 0.9915 -2.2968 2.5590 -0.198 -0.088 0.011 0.25
H 0.1475 -3.7808 3.0657 0.006 0.241 -0.148 0.56
H -0.1270 -3.1053 1.4434 0.057 0.093 0.213 0.18
C -0.7908 -1.7767 4.5728 0.034 -0.051 0.102 -1.78
H 0.1266 -1.1840 4.6817 -0.227 -0.114 0.019 0.24
H -1.6112 -1.2927 5.1147 0.256 -0.110 -0.152 0.26
H -0.6119 -2.7482 5.0597 -0.029 0.242 -0.160 0.56
C -2.3972 -2.8930 3.0089 0.015 -0.348 0.158 -1.55
H -2.2549 -3.7954 3.6246 -0.067 0.173 -0.182 0.62
H -3.2861 -2.3776 3.3935 0.199 -0.144 -0.129 0.12
H -2.5766 -3.2181 1.9768 0.075 0.087 0.437 0.15
C -0.9041 1.3285 4.2046 -0.030 0.241 0.201 -1.84
H 0.1057 1.1608 3.7989 -0.376 0.005 0.213 0.25
H -0.9957 2.4040 4.4147 0.032 -0.222 0.036 0.41
H -0.9861 0.8027 5.1631 0.103 0.146 -0.325 0.36
C -2.3757 2.1405 2.3562 -0.009 0.030 0.017 -1.69
H -1.5116 2.5130 1.7920 -0.306 -0.078 0.161 -0.05
H -3.1963 1.9344 1.6618 0.182 0.128 0.177 0.44
H -2.6996 2.9416 3.0367 0.051 -0.189 -0.163 0.78
C -3.2899 0.4138 3.9266 -0.353 0.469 0.268 -1.39
H -3.7911 -0.4279 3.4320 0.201 0.293 0.116 0.10
H -3.0923 0.1398 4.9707 -0.081 -0.015 -0.315 0.37
H -4.0210 1.2357 3.9471 0.108 -0.222 0.118 0.45
C 3.3186 0.4470 -2.7987 0.189 0.099 -0.036 -1.50
H 4.2897 0.9418 -2.9506 -0.182 -0.176 0.027 0.50
H 3.3783 -0.1442 -1.8775 0.041 0.162 -0.240 0.24
H 3.1577 -0.2387 -3.6402 0.028 0.200 0.213 0.28
C 2.5958 2.4907 -1.5526 0.134 -0.018 0.108 -1.55
H 1.8592 3.2973 -1.4370 0.147 -0.140 0.011 0.29
H 2.7140 1.9692 -0.5946 -0.129 0.015 -0.243 -0.02
H 3.5627 2.9621 -1.7851 -0.259 -0.095 0.047 0.70
C 2.2114 2.3723 -4.0055 0.284 0.166 -0.100 -1.55
H 1.2916 2.9618 -4.1111 0.224 -0.100 -0.010 0.20
H 3.0524 3.0800 -3.9697 -0.203 -0.114 -0.046 0.51
H 2.3530 1.7637 -4.9039 -0.123 0.208 0.285 0.36
C -1.4360 -0.6100 -3.7324 -0.080 -0.006 0.195 -1.64
H -1.9135 0.3182 -4.0715 0.118 -0.183 -0.016 0.26
H -1.7068 -1.4034 -4.4467 0.099 0.202 0.199 0.65
H -1.8531 -0.8797 -2.7553 0.112 0.074 -0.266 -0.11
C 0.6918 -1.8772 -3.2961 0.002 -0.264 -0.194 -1.42
H 0.0291 -2.4194 -2.6083 0.224 0.228 -0.153 0.06
H 0.8140 -2.4737 -4.2139 -0.025 0.110 0.263 0.56
H 1.6725 -1.8101 -2.8055 -0.197 0.007 -0.233 0.21
C 0.5790 -0.0659 -5.0670 -0.073 -0.184 -0.201 -1.71
H 0.2214 0.9393 -5.3305 0.162 -0.226 0.048 0.31
H 1.6690 -0.1144 -5.1712 -0.320 0.038 0.019 0.35
H 0.1541 -0.7632 -5.8056 0.101 0.159 0.174 0.54
Ti -0.0077 -0.0943 -0.0550 0.198 0.161 -0.057 -1.70
N -0.9074 -1.8712 -0.4972 -1.167 -0.738 -0.260 0.31
C -2.0850 -2.0841 -0.1858 0.331 2.307 0.988 -0.88
C -3.0808 -3.1636 -0.6047 0.119 0.181 0.321 2.45
C -4.4276 -3.0853 0.1063 -0.261 -0.142 0.112 -1.80
C -3.3558 -2.9531 -2.0892 0.072 -0.015 -0.480 -1.96
C -2.3905 -4.5165 -0.3614 0.161 -0.395 -0.085 -1.65
H -4.3488 -3.2153 1.1885 -0.090 0.047 -0.166 0.29
H -4.9321 -2.1359 -0.1068 0.038 -0.164 0.054 0.20
H -5.0650 -3.8962 -0.2737 0.124 0.224 0.086 0.54
H -2.4249 -2.9953 -2.6657 -0.204 -0.001 0.108 0.34
H -4.0255 -3.7368 -2.4647 0.095 0.119 0.111 0.53
H -3.8388 -1.9813 -2.2591 0.091 -0.167 -0.042 0.29
H -3.0679 -5.2249 0.1292 0.110 0.083 -0.150 0.36
H -2.0737 -4.9390 -1.3218 -0.002 -0.060 0.256 0.44
H -1.4916 -4.4132 0.2591 -0.266 -0.085 -0.159 0.28
C 2.3493 1.2642 2.3524 0.356 -0.061 0.120 -1.08
C 1.4547 2.3559 1.8293 -0.766 -0.225 -0.822 -0.52
O 0.5034 1.7801 0.8144 0.573 1.359 0.344 -0.63
H 1.8059 0.3765 2.7032 -0.001 0.290 -0.178 0.08
H 2.9123 1.6651 3.2045 -0.095 -0.050 -0.134 0.46
H 3.0847 0.9467 1.6048 -0.207 0.013 0.081 0.29
H 0.8306 2.8076 2.6083 0.180 -0.110 -0.145 0.55
H 2.0198 3.1403 1.3121 -0.064 -0.164 0.184 0.53
H -0.0619 2.4988 0.4665 0.418 -0.418 0.352 0.22
```
Forces are in eV/Å.

⟨S²⟩ = 2.01
Net charge = +1
Orbital gap (alpha / beta) = 0.2486 / 0.2742 hartree
Spin multiplicity = 3